Below is an isolated molecule of C2H8N4 at a distorted geometry, with properties calculated with ωB97M-V with the def2-TZVPD basis set.

Results
Orbital gap   0.374 Eh
Maximum force   1.6 eV/A
Energy above the lowest of the compared OMol25 structures with the same formula, charge and spin   55.80 kcal per mole
LUMO   1.15 eV
Total energy   -299.94178 Ha
SMILES   C/N=C/N(N)N
M   88.1 g/mol
Spin multiplicity   1

Geometry (Å):
C -2.397 0.024 0.152
N -1.031 -0.384 0.049
C -0.118 0.360 0.497
N 1.223 -0.029 0.465
N 1.787 1.018 -0.403
N 1.398 -1.357 0.096
H -2.859 -0.069 -0.827
H -2.927 -0.650 0.833
H -2.531 1.060 0.508
H -0.255 1.347 0.952
H 2.789 1.049 -0.224
H 1.628 0.816 -1.393
H 0.911 -1.596 -0.768
H 2.382 -1.590 0.063

Löwdin population analysis, charges in e, atoms 1 to 5: C -0.152; N -0.012; C -0.255; N -0.267; N 0.032